(1)
{
  "formula": "CHI3S",
  "method": "ωB97M-V/def2-TZVPD",
  "lumo_energy_ev": [-3.2, -3.2],
  "relative_energy_kcal_mol": 77.0,
  "charge": 0,
  "mol_weight_g_mol": 425.80,
  "species": ["C", "S", "I", "I", "I", "H"],
  "positions_angstrom": [[-1.2394, 0.2605, 0.5503], [0.7955, -1.5570, -1.1047], [0.2644, 0.7550, 2.0450], [-1.3025, 1.5360, -1.1565], [2.6968, -0.2456, -0.5641], [-1.2148, -0.7488, 0.2300]]
}

(2)
{
  "formula": "C5H13N2",
  "method": "ωB97M-V/def2-TZVPD",
  "lumo_energy_ev": -6.6,
  "relative_energy_kcal_mol": 111.6,
  "charge": 1,
  "mol_weight_g_mol": 101.17,
  "species": ["C", "C", "C", "C", "N", "C", "N", "H", "H", "H", "H", "H", "H", "H", "H", "H", "H", "H", "H", "H"],
  "positions_angstrom": [[0.6954, 0.1959, -0.4745], [0.2588, 0.5505, 0.9175], [-0.7975, -0.1022, -0.1204], [-1.8627, 0.7814, -0.5903], [-3.1932, 0.3177, -0.0918], [-1.0102, -1.5762, 0.2526], [3.7479, 0.0915, -0.1155], [0.7132, 0.9126, -1.2846], [1.4044, -0.6465, -0.6007], [-0.0283, 1.5980, 1.1023], [0.6399, -0.0487, 1.7401], [-1.8984, 1.0970, -1.6208], [-3.9215, 0.8832, -0.5466], [-3.2378, 0.6643, 0.8316], [-1.9633, -1.8325, -0.2368], [-1.1618, -1.6971, 1.3171], [-0.2086, -2.1835, -0.0987], [4.3705, -0.0254, -0.8969], [4.2631, 0.1603, 0.7680], [3.1901, 0.8598, -0.2516]]
}

(3)
{
  "formula": "C3H9O",
  "method": "ωB97M-V/def2-TZVPD",
  "lumo_energy_ev": 4.7,
  "relative_energy_kcal_mol": 11.4,
  "charge": -1,
  "mol_weight_g_mol": 61.10,
  "species": ["C", "H", "H", "H", "H", "C", "O", "C", "H", "H", "H", "H", "H"],
  "positions_angstrom": [[2.3935, -0.5325, 0.7072], [1.3279, -0.4287, 0.6182], [2.8541, -0.5789, -0.2841], [2.7533, 0.3520, 1.2557], [2.6226, -1.5005, 1.2434], [-0.8716, -0.2978, -0.0766], [-0.2808, 0.6128, 0.7186], [-1.6028, 0.3892, -1.2952], [-0.1339, -1.0761, -0.5404], [-1.5741, -0.7854, 0.6129], [-1.9734, -0.3279, -2.0504], [-2.3182, 1.1305, -0.9006], [-0.8269, 0.9601, -1.7155]]
}

(4)
{
  "formula": "C23H46FO11S",
  "method": "ωB97M-V/def2-TZVPD",
  "lumo_energy_ev": -2.4,
  "charge": 1,
  "mol_weight_g_mol": 549.68,
  "species": ["C", "C", "C", "C", "C", "C", "S", "C", "C", "C", "F", "C", "C", "O", "C", "O", "C", "C", "H", "H", "H", "H", "H", "H", "H", "H", "H", "H", "H", "H", "H", "H", "H", "H", "H", "H", "H", "H", "H", "H", "H", "H", "H", "H", "H", "H", "C", "O", "C", "O", "O", "C", "H", "H", "H", "H", "H", "H", "C", "O", "C", "O", "O", "C", "H", "H", "H", "H", "H", "H", "C", "O", "C", "O", "O", "C", "H", "H", "H", "H", "H", "H"],
  "positions_angstrom": [[-2.1412, -0.9979, -3.8931], [-0.6222, -0.8204, -3.8924], [0.0063, -1.5252, -2.6858], [1.5088, -1.2590, -2.5305], [1.8914, -1.1609, -1.0505], [1.3289, 0.1372, -0.4795], [2.0867, 0.6259, 1.0865], [1.2803, 2.1901, 1.6027], [-0.1780, 2.3316, 1.1710], [-1.0934, 1.1995, 1.5887], [-2.2281, 1.3205, 0.8075], [1.6920, -0.5282, 2.4260], [1.8696, -1.9966, 2.0770], [0.5798, -2.4995, 1.7362], [0.5423, -3.8712, 1.6314], [1.0167, -4.5790, 2.4164], [-0.2084, -4.3806, 0.4290], [-1.1589, -5.5124, 0.8137], [-2.5149, -0.9000, -2.8776], [-2.6029, -0.2475, -4.5246], [-2.4131, -1.9785, -4.2718], [-0.1876, -1.2433, -4.7941], [-0.4089, 0.2423, -3.7795], [-0.5846, -1.2555, -1.8083], [-0.1395, -2.5979, -2.8136], [2.1037, -2.0178, -3.0232], [1.7396, -0.3132, -3.0265], [2.9664, -1.2341, -0.8994], [1.4465, -2.0172, -0.5531], [1.6094, 0.9204, -1.1831], [0.2482, 0.1374, -0.4620], [1.4009, 2.2391, 2.6819], [1.8939, 2.9718, 1.1724], [-0.5607, 3.2321, 1.6455], [-0.2263, 2.5295, 0.1069], [-0.7086, 0.2046, 1.3832], [-1.4433, 1.2801, 2.6139], [2.3838, -0.2922, 3.2278], [0.6968, -0.4000, 2.8378], [2.1965, -2.4961, 2.9858], [2.6264, -2.1960, 1.3216], [0.4598, -4.6969, -0.3676], [-0.8154, -3.5544, 0.0585], [-1.8177, -5.1919, 1.6118], [-0.5893, -6.3751, 1.1353], [-1.7822, -5.8030, -0.0223], [-0.4049, 6.6461, 1.0320], [0.8021, 6.4786, 1.7785], [1.0270, 7.4432, 2.6843], [0.3145, 8.3871, 2.8945], [2.1747, 7.1652, 3.3048], [2.5475, 8.1180, 4.3070], [-0.4703, 5.8086, 0.3405], [-1.2718, 6.6255, 1.6908], [-0.3890, 7.5715, 0.4598], [1.7973, 8.1599, 5.0945], [2.6900, 9.1023, 3.8659], [3.4887, 7.7794, 4.7307], [0.0738, -0.9532, -9.3536], [1.0047, -2.0282, -9.4930], [1.2775, -2.6764, -8.3624], [0.8144, -2.4300, -7.2746], [2.1502, -3.6452, -8.6401], [2.5402, -4.4350, -7.5171], [-0.0558, -0.5174, -10.3400], [-0.8876, -1.3208, -8.9987], [0.4631, -0.1930, -8.6780], [1.6791, -4.9443, -7.0873], [3.0316, -3.8184, -6.7656], [3.2448, -5.1771, -7.8818], [-2.8767, -1.8086, 4.5568], [-2.4659, -0.6599, 5.3005], [-3.2396, -0.3913, 6.3636], [-4.2026, -1.0222, 6.7068], [-2.7501, 0.6940, 6.9646], [-3.4804, 1.1031, 8.1266], [-2.1819, -1.9226, 3.7268], [-2.8369, -2.7051, 5.1731], [-3.8792, -1.6693, 4.1553], [-3.4636, 0.3224, 8.8845], [-4.5059, 1.3568, 7.8654], [-2.9842, 1.9872, 8.5169]]
}

(5)
{
  "formula": "C11H14OP",
  "method": "ωB97M-V/def2-TZVPD",
  "lumo_energy_ev": -4.6,
  "relative_energy_kcal_mol": 44.5,
  "charge": 1,
  "mol_weight_g_mol": 193.21,
  "species": ["C", "C", "C", "C", "C", "C", "C", "C", "C", "C", "C", "O", "P", "H", "H", "H", "H", "H", "H", "H", "H", "H", "H", "H", "H", "H", "H"],
  "positions_angstrom": [[-4.5390, 0.4144, -0.2379], [-4.3299, -0.7661, -0.9877], [-3.3997, 1.0191, 0.3146], [-3.0489, -1.1761, -1.2757], [-2.1495, 0.4112, 0.2199], [-1.9428, -0.6692, -0.6163], [-0.7757, 0.9245, 0.6934], [0.0532, 0.0790, 0.1283], [-0.3732, -0.9241, -0.8560], [3.7332, 0.2456, -0.8753], [3.3192, -0.7322, 1.9331], [2.9902, 1.8266, 1.2266], [2.7104, 0.3859, 0.6270], [-5.4012, 0.9945, -0.0623], [-5.0176, -1.3758, -1.5019], [-3.3715, 2.0159, 0.8313], [-2.8033, -1.9530, -2.0292], [-0.6463, 1.7362, 1.2993], [-0.1724, -1.9730, -0.6051], [-0.2575, -0.7897, -1.9131], [4.0800, -0.8051, -1.0685], [4.7341, 0.8681, -0.8039], [3.1589, 0.6454, -1.7788], [2.4996, -0.8183, 2.7424], [4.0500, -0.2289, 2.4537], [3.3904, -1.7997, 1.4536], [3.5092, 2.4449, 0.6884]]
}

(6)
{
  "formula": "C4H14NO2",
  "method": "ωB97M-V/def2-TZVPD",
  "lumo_energy_ev": -3.3,
  "relative_energy_kcal_mol": 60.5,
  "charge": 1,
  "mol_weight_g_mol": 108.16,
  "species": ["C", "O", "C", "C", "C", "N", "H", "H", "H", "H", "H", "H", "H", "H", "H", "H", "H", "H", "H", "H", "O"],
  "positions_angstrom": [[0.4668, -1.3429, -1.3152], [1.8492, -1.5040, -0.9924], [-0.0084, -0.1648, -0.4440], [-0.9870, 0.6859, -1.1388], [-1.6241, 1.7013, -0.1000], [-0.5571, -0.6799, 0.8846], [0.4505, -1.2345, -2.4363], [0.0671, -2.3150, -1.1412], [1.9661, -1.7733, -0.0351], [0.8976, 0.4315, -0.1295], [-0.4793, 1.2721, -1.9391], [-1.6925, -0.0286, -1.5809], [-2.7637, 1.7359, -0.1599], [-1.3616, 1.3261, 0.8814], [-1.3613, 2.7810, -0.3385], [0.3772, -0.8656, 1.3678], [-1.1333, -1.5416, 0.8654], [-1.2325, -0.0077, 1.3314], [2.5996, 0.8720, 1.6023], [2.4797, 0.4235, 2.8595], [2.0470, 0.2284, 1.9586]]
}

(7)
{
  "formula": "C18H21AsCl5F9HgN2OPSSi2",
  "method": "ωB97M-V/def2-TZVPD",
  "lumo_energy_ev": 1.7,
  "relative_energy_kcal_mol": 0.0,
  "charge": -1,
  "mol_weight_g_mol": 1024.35,
  "species": ["Hg", "F", "C", "F", "F", "C", "C", "C", "C", "N", "C", "S", "H", "H", "H", "Cl", "C", "C", "C", "Cl", "C", "Cl", "C", "Cl", "C", "Cl", "O", "N", "C", "Si", "C", "C", "As", "Si", "C", "C", "C", "H", "H", "H", "H", "H", "H", "H", "H", "H", "H", "H", "H", "H", "H", "H", "H", "H", "H", "F", "P", "F", "F", "F", "F", "F"],
  "positions_angstrom": [[-0.4916, -1.2281, 0.5881], [0.6085, 1.8104, 4.9791], [1.1256, 0.6291, 5.3568], [2.0808, 0.9049, 6.2830], [0.1529, -0.0473, 5.9962], [1.7069, -0.1430, 4.2088], [3.0516, -0.4693, 4.2294], [3.6233, -1.1540, 3.1689], [2.8103, -1.4731, 2.0985], [1.5140, -1.1664, 2.0682], [0.9204, -0.5164, 3.0946], [-0.7691, -0.1923, 2.8946], [3.6541, -0.1709, 5.0779], [4.6697, -1.4251, 3.1660], [3.1962, -1.9809, 1.2189], [-0.8947, -3.9672, 2.1449], [-1.2945, -4.1412, 0.4558], [-1.1864, -3.0365, -0.3859], [-1.4933, -3.2484, -1.7264], [-1.3814, -1.9652, -2.8758], [-1.9161, -4.4952, -2.2018], [-2.2991, -4.7278, -3.8721], [-2.0349, -5.5693, -1.3254], [-2.5988, -7.1008, -1.8914], [-1.7082, -5.3974, 0.0147], [-1.8194, -6.7333, 1.1049], [-2.2449, 0.4349, -1.1561], [-0.9666, 0.8501, -0.7413], [-2.9836, 2.8735, -2.6358], [-3.4434, 1.5860, -1.3721], [-4.8732, 0.5774, -1.9666], [-3.7402, 2.4504, 0.2447], [0.1423, 1.1418, -2.0694], [1.5827, 2.5536, -0.7833], [1.1283, 2.7434, 0.9989], [1.0814, 4.1498, -1.6489], [3.4051, 2.2943, -0.9669], [-3.7896, 3.6094, -2.7544], [-2.7732, 2.4270, -3.6116], [-2.0904, 3.4171, -2.3159], [-5.7385, 1.2239, -2.1703], [-5.1722, -0.1712, -1.2244], [-4.6028, 0.0574, -2.8905], [-4.7217, 2.9362, 0.2979], [-2.9714, 3.2174, 0.3902], [-3.6582, 1.7388, 1.0737], [0.0483, 2.6977, 1.1457], [1.4986, 3.7118, 1.3552], [1.5754, 1.9613, 1.6129], [0.0660, 4.4319, -1.3447], [1.0897, 4.0533, -2.7409], [1.7598, 4.9674, -1.3745], [3.7116, 1.4014, -0.4159], [3.9447, 3.1638, -0.5717], [3.6922, 2.1367, -2.0107], [2.1026, -0.8388, -0.8293], [2.8467, -1.6834, -2.0457], [3.5339, -2.4855, -3.2445], [4.0091, -0.5700, -2.0934], [3.6846, -2.5017, -0.9400], [1.9716, -0.7873, -3.1071], [1.6686, -2.7653, -1.9636]]
}